A molecular structure, C37H56ClNO3P3Pt, computed with ωB97M-V with the def2-TZVPD basis set.

Geometry as XYZ:
```
102
Properties=species:S:1:pos:R:3:forces:R:3:mulliken_charge:R:1
Pt -0.191528 0.403863 -0.918333 0.904 0.013 1.463 2.85
Cl -5.899244 -1.731276 5.753404 0.021 0.015 -0.024 -0.20
P -0.102417 -1.985376 -1.085997 0.034 -0.399 -0.402 0.64
P -2.137192 0.890103 -2.063934 -0.063 -0.225 -0.366 1.17
P 0.616862 1.779281 0.990792 0.027 0.546 -0.657 1.34
O 0.764442 1.929764 -1.815724 0.021 0.834 -0.598 -0.27
O -1.432697 -0.046914 1.102548 0.097 -0.004 -0.325 -0.47
O -3.153501 1.232590 0.431359 0.307 -0.290 -0.036 -0.60
N 1.910324 0.030555 -0.488641 -0.484 0.056 0.174 0.47
C 3.825360 -1.506033 -0.315763 0.035 -0.045 0.100 -0.94
C 0.290546 -2.091114 -3.781543 -0.012 -0.138 0.001 -1.84
C -1.444219 3.077551 2.451993 -0.002 -0.007 0.011 -1.64
C 4.334749 -2.780847 -0.458362 -0.039 0.068 0.005 -1.40
C -0.599927 3.162159 1.172927 -0.060 -0.115 0.250 3.45
C -4.950412 -1.113086 4.443410 -0.014 -0.009 0.009 0.28
C -5.471610 -0.111581 3.637431 -0.011 0.064 -0.046 -0.90
C -2.928697 -1.130394 3.168383 -0.042 -0.062 0.058 0.35
C 3.535745 -3.855391 -0.852793 -0.081 -0.121 -0.065 0.20
C -3.682971 -1.629721 4.218995 0.070 -0.022 -0.015 -1.55
C 0.448802 -0.098389 3.185467 0.097 0.097 0.089 -0.76
C -4.710451 0.373053 2.584909 -0.048 0.019 0.024 -0.44
C -0.930945 -2.867150 0.307135 -0.169 0.048 -0.029 1.98
C 4.091152 -5.252280 -0.980403 -0.064 0.088 0.049 -1.61
C -2.736845 2.604900 -1.997789 -0.102 0.012 0.181 -1.61
C 2.472347 -1.237606 -0.588191 -0.075 0.265 0.235 0.37
C 5.019700 4.800790 0.050778 -0.053 -0.071 -0.101 -1.70
C 0.501650 2.857116 -2.841593 -0.242 -0.181 0.067 -1.32
C 2.690029 1.195309 -0.453640 0.244 -0.367 -0.045 -0.70
C 1.236132 1.068724 2.583994 -0.424 -0.788 -0.005 0.51
C -1.796523 0.714842 -3.844374 -0.028 -0.052 -0.035 -1.43
C 2.185234 2.270526 0.272787 0.148 -0.029 0.241 0.05
C 1.490916 2.173438 3.612706 -0.016 0.158 -0.099 -1.50
C 3.900211 1.359937 -1.131816 -0.063 -0.010 -0.069 -0.44
C 4.179988 3.564958 -0.156455 0.092 0.052 0.011 0.34
C -3.580364 -0.217481 -2.003731 -0.143 0.158 0.189 -0.79
C -0.043197 4.570182 0.963477 0.043 -0.030 -0.027 -1.92
C -0.299724 -4.177221 0.771700 -0.007 -0.073 0.010 -1.67
C -0.695369 -4.207630 -2.842287 -0.052 -0.021 0.005 -1.58
C 2.939604 3.426227 0.448071 -0.116 0.193 -0.073 -0.44
C 2.190962 -3.597724 -1.063207 0.141 -0.129 -0.042 -0.41
C 1.654324 -2.317585 -0.918882 -0.058 0.055 -0.058 -0.37
C -3.436840 -0.131680 2.343327 0.064 -0.141 0.006 0.80
C 4.621038 2.528829 -0.984160 -0.034 0.064 0.039 -1.15
C -2.426401 -3.027994 0.032930 0.024 -0.144 0.086 -1.93
C -2.635499 0.399337 1.188191 -0.210 0.468 -0.095 -0.92
C -0.627080 -2.683197 -2.701455 0.088 -0.025 -0.122 1.16
H 0.568157 4.891760 1.808707 -0.005 -0.007 -0.034 0.39
H 3.928932 -5.819689 -0.060943 0.019 0.003 -0.011 0.31
H -2.624139 -3.810226 -0.704621 -0.002 0.083 0.051 0.35
H -0.937713 3.554942 3.289912 -0.011 0.009 -0.040 0.44
H -2.172812 3.193770 -1.281363 -0.016 0.016 -0.053 0.18
H -5.093963 1.151653 1.938258 -0.002 -0.030 0.021 0.48
H 4.471604 -0.709258 0.021566 0.019 -0.048 -0.009 0.61
H -2.716275 0.942633 -4.387563 0.003 0.012 -0.004 0.51
H 5.385276 -2.952020 -0.248392 -0.035 0.021 -0.001 0.40
H 3.607356 -5.798247 -1.791049 0.024 0.017 0.004 0.37
H -1.933821 -1.515345 2.985974 -0.076 -0.025 0.009 0.62
H 4.611203 5.431497 0.839881 0.002 -0.015 -0.013 0.37
H -0.396604 -4.978248 0.035119 0.022 0.062 0.049 0.25
H 0.447825 -1.020542 -3.654024 0.025 0.057 0.005 0.35
H -3.773820 2.594810 -1.672463 -0.022 0.031 0.006 0.45
H -4.478908 0.399114 -1.988602 -0.018 -0.045 -0.061 0.45
H -2.385234 3.606709 2.289306 0.046 -0.033 -0.016 0.44
H -2.865389 -2.102683 -0.320618 0.028 -0.074 0.077 0.36
H 2.573197 4.239003 1.061208 -0.013 -0.024 -0.011 0.26
H -0.883232 5.265787 0.884345 0.024 -0.069 0.042 0.44
H 1.270727 -2.570602 -3.741211 -0.050 0.011 0.004 0.37
H -1.494622 -0.302789 -4.079551 -0.064 0.004 0.003 0.24
H -0.825224 -4.501422 1.674474 0.005 0.005 -0.056 0.50
H 1.227970 3.664547 -2.710699 0.078 -0.012 0.082 0.34
H 4.244459 0.584030 -1.802523 0.057 0.030 0.053 0.76
H 0.542791 4.648508 0.048581 -0.007 0.013 0.004 0.44
H -1.691019 2.053246 2.734516 0.031 0.109 0.019 0.24
H -0.831852 -2.138343 1.111063 0.022 0.010 0.045 -1.04
H 1.542541 -4.426410 -1.323449 0.034 0.059 0.021 0.52
H -1.298230 -4.457736 -3.718357 0.046 0.010 0.015 0.46
H -3.298751 -2.410482 4.863376 -0.015 0.045 -0.034 0.44
H 0.999001 -0.488288 4.045910 0.013 0.070 -0.020 0.56
H 0.296956 -4.630253 -3.004674 -0.052 0.022 0.026 0.34
H -0.489816 3.319659 -2.805591 0.056 -0.050 0.037 0.39
H -1.637078 -2.278786 -2.818664 -0.060 -0.018 -0.052 0.17
H 5.071037 5.396864 -0.863682 -0.009 -0.012 0.036 0.33
H -2.944500 -3.299085 0.955619 0.040 -0.025 -0.036 0.45
H 2.210962 1.800612 4.343327 -0.004 -0.007 -0.044 0.47
H 0.753017 -4.064021 1.024082 -0.023 -0.001 0.004 0.41
H 5.551091 2.650009 -1.530025 -0.022 -0.034 0.040 0.44
H -2.649878 3.054652 -2.984637 -0.081 0.012 -0.003 0.58
H 0.656005 2.457096 -3.849223 0.035 -0.129 0.019 0.27
H -0.540381 0.212184 3.524606 0.106 -0.013 -0.002 0.22
H 0.319109 -0.904954 2.464372 0.072 0.068 0.074 -0.24
H 5.163613 -5.235786 -1.171021 -0.019 0.004 -0.018 0.41
H -1.147709 -4.702868 -1.983667 0.013 0.034 -0.064 0.30
H -3.585900 -0.849913 -2.891429 -0.008 0.014 0.048 0.51
H 0.580151 2.431307 4.148595 0.025 -0.015 -0.009 0.36
H -0.130173 -2.267858 -4.774056 0.009 0.001 0.032 0.48
H -1.258296 2.937618 0.340878 -0.125 -0.059 -0.059 -2.25
H -6.461838 0.279150 3.837630 0.071 -0.031 -0.026 0.45
H 2.200323 0.680248 2.253809 0.048 -0.017 -0.091 0.56
H 6.042550 4.536140 0.321071 -0.017 0.011 0.022 0.38
H 1.911429 3.082122 3.173202 0.000 -0.063 0.027 0.30
H -1.019639 1.390432 -4.169277 0.140 0.108 -0.097 0.31
H -3.596929 -0.830616 -1.115649 -0.103 0.131 0.020 0.00
```
Forces are in eV/Å.

The relative energy (zero: lowest compared OMol25 entry of this formula, charge and spin) comes out at 4.277 eV. Its charge is +1. As for the HOMO energy (spin up / spin down): -9.60 / -9.60 eV. The calculation puts the LUMO energy (spin up / spin down) at -0.1599 / -0.1598 hartree. Its multiplicity is 1. The maximum force is 1.72 eV/Å. The value obtained for the frontier orbital gap (spin up / spin down) is 5.3 / 5.3 eV.